{
  "formula": "C37H57ClIKN2O2P2S3Si4",
  "method": "ωB97M-V/def2-TZVPD",
  "e_lumo_ha": 0.129,
  "homo_ev": -1.76,
  "total_charge": -2,
  "multiplicity": 1,
  "de_lowest_kj_mol": 0.0,
  "species": ["K", "C", "P", "C", "C", "C", "C", "C", "C", "C", "P", "C", "C", "H", "H", "H", "H", "H", "H", "H", "H", "H", "H", "H", "H", "H", "H", "H", "H", "S", "C", "N", "C", "C", "C", "C", "C", "C", "S", "H", "H", "H", "H", "Cl", "C", "C", "C", "I", "C", "O", "C", "N", "C", "C", "C", "C", "H", "H", "H", "H", "C", "S", "C", "O", "H", "H", "H", "H", "H", "H", "C", "Si", "C", "C", "Si", "Si", "C", "C", "C", "Si", "C", "C", "C", "H", "H", "H", "H", "H", "H", "H", "H", "H", "H", "H", "H", "H", "H", "H", "H", "H", "H", "H", "H", "H", "H", "H", "H", "H", "H", "H"],
  "positions_angstrom": [[-1.4237, 0.4097, -0.3189], [-0.2891, -2.3137, 3.8203], [-1.4628, -1.2417, 2.8825], [-2.9139, -2.3666, 2.8764], [-1.9226, -0.0298, 4.2039], [-2.8000, -0.3748, 5.2298], [-3.2204, 0.5552, 6.1688], [-2.7554, 1.8579, 6.0905], [-1.8658, 2.2130, 5.0876], [-1.4309, 1.2893, 4.1370], [-0.3384, 1.7660, 2.7241], [-0.1071, 3.5685, 3.0210], [1.2887, 1.1829, 3.3787], [-0.7363, -2.6868, 4.7450], [0.6181, -1.7605, 4.0611], [-0.0118, -3.1566, 3.1853], [-3.0740, -2.8841, 3.8250], [-2.7523, -3.0966, 2.0825], [-3.8128, -1.8119, 2.6012], [-3.1843, -1.3856, 5.2887], [-3.9175, 0.2658, 6.9465], [-3.0898, 2.6029, 6.8029], [-1.5235, 3.2381, 5.0363], [0.5571, 3.9266, 2.2315], [0.3327, 3.8068, 3.9933], [-1.0558, 4.0954, 2.9050], [1.4222, 1.4089, 4.4391], [2.0735, 1.6737, 2.8006], [1.3916, 0.1123, 3.2058], [-3.1347, -2.3562, -0.7607], [-4.3087, -1.1400, -0.6460], [-4.2297, 0.0968, -1.0673], [-5.3654, 0.8252, -0.7900], [-5.5301, 2.1805, -1.0782], [-6.7022, 2.8172, -0.7098], [-7.7260, 2.1211, -0.0636], [-7.5774, 0.7743, 0.2329], [-6.3972, 0.1372, -0.1254], [-5.8790, -1.4959, 0.1545], [-4.7220, 2.7180, -1.5591], [-6.8189, 3.8752, -0.9124], [-8.6342, 2.6383, 0.2214], [-8.3622, 0.2323, 0.7472], [-4.9737, 6.8473, 2.2607], [-3.8806, 5.7134, 1.4828], [-2.9116, 6.1892, 0.6462], [-2.0323, 5.3135, 0.0065], [-0.5435, 6.0870, -1.2386], [-2.0525, 3.9101, 0.1668], [-1.2626, 3.1185, -0.4018], [-3.1159, 3.4348, 1.0756], [-3.1932, 2.0976, 1.2537], [-4.1254, 1.6029, 2.0288], [-5.0598, 2.3997, 2.7093], [-4.9999, 3.7545, 2.5545], [-4.0141, 4.3235, 1.7192], [-2.8290, 7.2550, 0.4784], [-4.1622, 0.5200, 2.1182], [-5.8144, 1.9371, 3.3320], [-5.7066, 4.4030, 3.0556], [1.4383, 2.3418, -1.9050], [1.9104, 2.0032, -0.2116], [3.6339, 1.6179, -0.5397], [1.2670, 0.7004, 0.1560], [2.0317, 3.1784, -2.2756], [0.3876, 2.6276, -1.8785], [1.6261, 1.4384, -2.4888], [3.6825, 0.8044, -1.2682], [4.0852, 1.3149, 0.4044], [4.1291, 2.5143, -0.9162], [1.4844, -2.7995, -0.2516], [3.2068, -2.8710, -1.0274], [3.6168, -4.7256, -1.1442], [4.3808, -2.2052, 0.3107], [3.3113, -1.5595, -2.9569], [5.6017, -1.6429, -3.3645], [6.4859, -0.2437, -2.4253], [5.9926, -1.3070, -5.1956], [6.6278, -3.1890, -2.9402], [2.6109, -3.1272, -4.5342], [3.7313, -4.6146, -4.9371], [0.9441, -3.9006, -4.0738], [2.3377, -2.2953, -6.2195], [1.4332, -3.4104, 0.6572], [0.7195, -3.1611, -0.9441], [1.2353, -1.7686, 0.0113], [3.5592, -5.1970, -0.1567], [4.6167, -4.8958, -1.5500], [2.9035, -5.2330, -1.7990], [4.2715, -2.7721, 1.2416], [4.1513, -1.1586, 0.5268], [5.4272, -2.2655, -0.0020], [6.0812, 0.7252, -2.7316], [7.5647, -0.2422, -2.6162], [6.3319, -0.3377, -1.3470], [5.4869, -0.3999, -5.5360], [5.6528, -2.1303, -5.8291], [7.0693, -1.1815, -5.3540], [6.5965, -3.3997, -1.8676], [7.6763, -3.0486, -3.2271], [6.2436, -4.0699, -3.4593], [3.9415, -5.2025, -4.0407], [4.6892, -4.2888, -5.3508], [3.2514, -5.2699, -5.6731], [1.0364, -4.5289, -3.1843], [0.5635, -4.5256, -4.8884], [0.1959, -3.1365, -3.8527], [3.2625, -1.8381, -6.5817], [1.5901, -1.5032, -6.1352], [1.9944, -3.0154, -6.9704]]
}